# 1
The following is a quantum chemistry calculation of 7 unconnected molecules or ions with the total composition C36H83N3O7, from the Open Molecules 2025 dataset.

Computed properties:
E_LUMO   0.2 eV
Multiplicity   1
E_HOMO   -8.02 eV
SMILES   CC1(C)CCCC(C)(C)N1O.CC1(C)CCCC(C)(C)N1O.CC1(C)CCCC(C)(C)N1O.CC(C)O.CC(C)O.CC(C)O.O
Gap between HOMO and LUMO   8.18 eV

Bonds (Å) are listed after each position.
CARTESIAN COORDINATES (ANGSTROEM)
1 C -28.3195 -29.4149 0.6944  C2 1.524, H12 1.090, H13 1.090, H14 1.090
2 C -29.1691 -28.4961 -0.1760  C1 1.524, C3 1.538, N7 1.431, C11 1.573
3 C -29.8444 -29.4519 -1.1743  C2 1.538, C4 1.526, H15 1.090, H16 1.090
4 C -31.0315 -28.8804 -1.9441  C3 1.526, C5 1.520, H17 1.090, H18 1.090
5 C -31.9827 -28.2393 -0.9473  C4 1.520, C6 1.540, H19 1.090, H20 1.090
6 C -31.3166 -27.2605 0.0374  C5 1.540, N7 1.491, C9 1.538, C10 1.543
7 N -30.1462 -27.9128 0.6921  C2 1.431, C6 1.491, O8 1.381
8 O -29.5773 -27.2402 1.7552  N7 1.381, H30 0.960
9 C -31.0408 -25.8883 -0.5995  C6 1.538, H21 1.090, H22 1.090, H23 1.090
10 C -32.3762 -27.1502 1.1540  C6 1.543, H24 1.090, H25 1.090, H26 1.090
11 C -28.2057 -27.4671 -0.8748  C2 1.573, H27 1.090, H28 1.090, H29 1.090
12 H -28.8996 -30.0769 1.3373  C1 1.090
13 H -27.6713 -28.8634 1.3755  C1 1.090
14 H -27.6012 -30.0458 0.1709  C1 1.090
15 H -29.0914 -29.7950 -1.8839  C3 1.090
16 H -30.1024 -30.3756 -0.6564  C3 1.090
17 H -31.5006 -29.6272 -2.5847  C4 1.090
18 H -30.5855 -28.2298 -2.6963  C4 1.090
19 H -32.5885 -29.0202 -0.4874  C5 1.090
20 H -32.6508 -27.6673 -1.5911  C5 1.090
21 H -30.1789 -25.8754 -1.2666  C9 1.090
22 H -31.9144 -25.5796 -1.1736  C9 1.090
23 H -30.8217 -25.2185 0.2320  C9 1.090
24 H -31.8975 -26.7925 2.0656  C10 1.090
25 H -33.2231 -26.5289 0.8626  C10 1.090
26 H -32.8350 -28.0922 1.4544  C10 1.090
27 H -27.1753 -27.8039 -0.9889  C11 1.090
28 H -28.2222 -26.5699 -0.2561  C11 1.090
29 H -28.5409 -27.2031 -1.8778  C11 1.090
30 H -29.4244 -26.3747 1.3690  O8 0.960
31 C -21.0609 -33.3402 -1.3794  C32 1.505, H42 1.090, H43 1.090, H44 1.090
32 C -19.8140 -32.5250 -1.5937  C31 1.505, C33 1.583, N37 1.425, C41 1.505
33 C -18.6505 -33.3687 -0.9304  C32 1.583, C34 1.464, H45 1.090, H46 1.090
34 C -17.3065 -32.9946 -1.3748  C33 1.464, C35 1.519, H47 1.090, H48 1.090
35 C -17.2409 -33.1868 -2.8803  C34 1.519, C36 1.614, H49 1.090, H50 1.090
36 C -18.3334 -32.2859 -3.6547  C35 1.614, N37 1.442, C39 1.551, C40 1.591
37 N -19.6134 -32.3606 -2.9948  C32 1.425, C36 1.442, O38 1.394
38 O -20.6064 -31.6109 -3.6240  N37 1.394, H60 0.960
39 C -17.7884 -30.8358 -3.7319  C36 1.551, H51 1.090, H52 1.090, H53 1.090
40 C -18.5068 -32.8640 -5.1269  C36 1.591, H54 1.090, H55 1.090, H56 1.090
41 C -19.9432 -31.2103 -0.8726  C32 1.505, H57 1.090, H58 1.090, H59 1.090
42 H -21.8225 -32.8445 -1.9813  C31 1.090
43 H -21.3130 -33.3184 -0.3191  C31 1.090
44 H -21.0026 -34.3911 -1.6630  C31 1.090
45 H -18.6109 -33.1254 0.1313  C33 1.090
46 H -18.8876 -34.4209 -1.0880  C33 1.090
47 H -16.4423 -33.4409 -0.8828  C34 1.090
48 H -17.1294 -31.9483 -1.1257  C34 1.090
49 H -17.3181 -34.2582 -3.0650  C35 1.090
50 H -16.2545 -32.9233 -3.2619  C35 1.090
51 H -16.7912 -30.7324 -4.1596  C39 1.090
52 H -18.4111 -30.0527 -4.1646  C39 1.090
53 H -17.7034 -30.5370 -2.6871  C39 1.090
54 H -18.1522 -32.1614 -5.8811  C40 1.090
55 H -17.8279 -33.7049 -5.2685  C40 1.090
56 H -19.5236 -33.1072 -5.4353  C40 1.090
57 H -20.8403 -30.6900 -1.2082  C41 1.090
58 H -19.0639 -30.5721 -0.9602  C41 1.090
59 H -20.0991 -31.3941 0.1904  C41 1.090
60 H -20.3715 -30.7019 -3.4235  O38 0.960
61 C -22.7453 -17.4652 -8.6975  C62 1.573, H72 1.090, H73 1.090, H74 1.090
62 C -21.2867 -18.0526 -8.7519  C61 1.573, C63 1.574, N67 1.500, C71 1.603
63 C -20.5986 -17.7170 -7.3771  C62 1.574, C64 1.515, H75 1.090, H76 1.090
64 C -19.3335 -18.4704 -7.0201  C63 1.515, C65 1.449, H77 1.090, H78 1.090
65 C -19.6014 -19.8851 -7.1829  C64 1.449, C66 1.528, H79 1.090, H80 1.090
66 C -20.0590 -20.3674 -8.5583  C65 1.528, N67 1.499, C69 1.500, C70 1.605
67 N -21.2565 -19.5424 -8.9239  C62 1.500, C66 1.499, O68 1.412
68 O -22.0354 -19.9770 -10.0182  N67 1.412, H90 0.960
69 C -18.9739 -20.3702 -9.5941  C66 1.500, H81 1.090, H82 1.090, H83 1.090
70 C -20.5456 -21.8773 -8.3158  C66 1.605, H84 1.090, H85 1.090, H86 1.090
71 C -20.5844 -17.2942 -9.9776  C62 1.603, H87 1.090, H88 1.090, H89 1.090
72 H -23.3190 -17.7591 -9.5765  C61 1.090
73 H -22.6476 -16.3829 -8.6116  C61 1.090
74 H -23.2863 -17.8604 -7.8377  C61 1.090
75 H -20.3744 -16.6516 -7.4294  C63 1.090
76 H -21.3380 -17.8862 -6.5943  C63 1.090
77 H -19.1019 -18.2458 -5.9789  C64 1.090
78 H -18.4205 -18.1683 -7.5332  C64 1.090
79 H -20.3356 -20.2259 -6.4530  C65 1.090
80 H -18.6914 -20.4142 -6.9000  C65 1.090
81 H -19.4653 -20.6390 -10.5291  C69 1.090
82 H -18.5916 -19.3607 -9.7451  C69 1.090
83 H -18.1550 -21.0276 -9.3018  C69 1.090
84 H -19.7253 -22.4158 -7.8412  C70 1.090
85 H -21.3316 -21.8440 -7.5615  C70 1.090
86 H -20.8517 -22.4165 -9.2123  C70 1.090
87 H -21.2753 -16.9202 -10.7332  C71 1.090
88 H -19.8379 -17.8177 -10.5750  C71 1.090
89 H -20.0677 -16.3972 -9.6363  C71 1.090
90 H -21.4473 -19.8673 -10.7690  O68 0.960
91 O -22.0631 -26.1798 -4.3279  H92 0.957, H93 0.957
92 H -22.3471 -26.2470 -5.2396  O91 0.957
93 H -22.3555 -25.3122 -4.0488  O91 0.957
94 C -27.5842 -23.4800 -6.4734  C95 1.581, H98 1.090, H99 1.090, H100 1.090
95 C -26.8461 -22.7691 -7.6770  C94 1.581, C96 1.501, O97 1.436, H101 1.090
96 C -27.7291 -21.8015 -8.4107  C95 1.501, H102 1.090, H103 1.090, H104 1.090
97 O -25.9512 -21.8767 -6.9954  C95 1.436, H105 0.960
98 H -28.1160 -24.3469 -6.8657  C94 1.090
99 H -28.2693 -22.8791 -5.8754  C94 1.090
100 H -26.7418 -23.9271 -5.9456  C94 1.090
101 H -26.2438 -23.4509 -8.2774  C95 1.090
102 H -28.1757 -21.0714 -7.7358  C96 1.090
103 H -28.5517 -22.3255 -8.8975  C96 1.090
104 H -27.1529 -21.3220 -9.2020  C96 1.090
105 H -25.4002 -21.5356 -7.7037  O97 0.960
106 C -25.3571 -20.6684 -1.3661  C107 1.494, H110 1.090, H111 1.090, H112 1.090
107 C -23.9196 -21.0763 -1.3436  C106 1.494, C108 1.532, O109 1.419, H113 1.090
108 C -23.4083 -21.5978 0.0027  C107 1.532, H114 1.090, H115 1.090, H116 1.090
109 O -23.8595 -22.1664 -2.2496  C107 1.419, H117 0.960
110 H -25.5144 -19.9014 -0.6078  C106 1.090
111 H -26.0467 -21.4666 -1.0914  C106 1.090
112 H -25.7729 -20.2762 -2.2942  C106 1.090
113 H -23.3901 -20.2170 -1.7550  C107 1.090
114 H -22.3532 -21.8708 0.0141  C108 1.090
115 H -24.0411 -22.3683 0.4432  C108 1.090
116 H -23.5098 -20.7819 0.7184  C108 1.090
117 H -24.1198 -21.8136 -3.1036  O109 0.960
118 C -26.3478 -32.2126 -6.9377  C119 1.563, H122 1.090, H123 1.090, H124 1.090
119 C -25.7234 -31.0793 -7.8139  C118 1.563, C120 1.535, O121 1.412, H125 1.090
120 C -25.9101 -29.7444 -7.0796  C119 1.535, H126 1.090, H127 1.090, H128 1.090
121 O -24.3463 -31.3817 -7.8899  C119 1.412, H129 0.960
122 H -27.4151 -32.0186 -6.8319  C118 1.090
123 H -25.8990 -32.2553 -5.9453  C118 1.090
124 H -26.2262 -33.2061 -7.3694  C118 1.090
125 H -26.1200 -31.0325 -8.8281  C119 1.090
126 H -26.9887 -29.5877 -7.0645  C120 1.090
127 H -25.5575 -28.9051 -7.6790  C120 1.090
128 H -25.4362 -29.6531 -6.1023  C120 1.090
129 H -23.9549 -31.4130 -7.0138  O121 0.960

# 2
The following is a quantum chemistry calculation of 2 unconnected molecules or ions with the total composition C4H5I, from the Open Molecules 2025 dataset.

Computed properties:
E_LUMO (spin up / spin down)   -1.2 / -1.2 eV
Multiplicity   1
E_HOMO (spin up / spin down)   -7.97 / -7.96 eV
Gap between HOMO and LUMO (spin up / spin down)   6.74 / 6.73 eV

Bonds (Å) are listed after each position.
CARTESIAN COORDINATES (ANGSTROEM)
1 C 0.0287 -0.3432 0.6950  C3 1.332, H6 1.158
2 C -0.6069 -1.4220 2.8743  I5 2.001
3 C 0.7670 0.5270 0.0083  C1 1.332, C4 1.485, H7 1.049
4 C 0.4816 0.6047 -1.4474  C3 1.485, H8 1.132, H9 1.051, H10 1.166
5 I -2.5711 -1.3815 2.4933  C2 2.001
6 H -0.8807 -0.9812 0.3670  C1 1.158
7 H 1.5392 1.0522 0.4870  C3 1.049
8 H -0.4298 1.2621 -1.5861  C4 1.132
9 H 0.3148 -0.3662 -1.8147  C4 1.051
10 H 1.3571 1.0481 -2.0768  C4 1.166

What energy above the lowest of the compared OMol25 structures with the same formula, charge and spin values result from the calculations? In sequence: 3.104 6.755 eV.
What DFT total energy values result from the calculations? In sequence: -57474.3277 -12321.3143 eV.